(1)
Entry from the Open Molecules 2025 dataset: a cluster of 2 separate species, CH3Br2ClSi in total at a distorted geometry (ωB97M-V/def2-TZVPD).

Results
**Relative energy (zero: lowest compared OMol25 entry of this formula, charge and spin)**: 385.78 kJ/mol
**E_HOMO (spin up / spin down)**: -0.2827 / -0.2820 hartree
**Max |F|**: 2.3 eV/Å

The geometry in XYZ format:
```
8
Properties=species:S:1:pos:R:3:nbo_charge:R:1
C -0.68472 0.93891 -0.19569 -1.124
Si -0.83734 1.51613 1.63526 1.496
Cl -1.92343 0.49714 2.95476 -0.260
Br 0.71364 2.49012 2.82474 -0.182
Br -3.96008 1.18252 -0.78057 -0.833
H -0.71719 -0.12447 -0.27770 0.287
H -1.54052 1.34423 -0.75126 0.350
H 0.16790 1.39635 -0.72455 0.265
```

(2)
Entry from the Open Molecules 2025 dataset: a structure of composition C35H42N5O3PRuSeTe (ωB97M-V/def2-TZVPD).

Results
**Relative energy (zero: lowest compared OMol25 entry of this formula, charge and spin)**: 0.00 kJ/mol
**E_HOMO (spin up / spin down)**: -0.3978 / -0.4034 hartree
**Multiplicity**: 2
**Max |F|**: 0.4 eV/Å
**Net charge**: +1

The geometry in XYZ format:
```
89
Properties=species:S:1:pos:R:3:lowdin_spin:R:1
Ru 1.28651 -1.06487 1.07551 0.879
O 0.30093 -0.68880 4.93911 0.006
C 0.60002 -1.25999 3.92485 0.002
O 1.52462 -0.82799 3.08562 0.021
C -0.04297 -2.59575 3.51059 -0.002
P -0.30166 -2.54397 1.71302 -0.014
C -2.04094 -2.12038 1.46017 -0.002
C -2.61762 -1.15573 2.28917 -0.001
C -3.94631 -0.80654 2.12351 0.000
C -4.70607 -1.40974 1.12913 -0.001
C -4.13586 -2.36397 0.30097 0.000
C -2.80525 -2.72266 0.46553 -0.001
C -0.06371 -4.21559 1.05843 0.001
C 0.19444 -4.39158 -0.30182 0.001
C 0.38862 -5.66332 -0.81585 0.000
C 0.33342 -6.76875 0.02227 0.000
C 0.07400 -6.60120 1.37338 0.000
C -0.12722 -5.33032 1.89147 0.000
H -0.94067 -2.81049 4.08592 0.000
H 0.70717 -3.36611 3.71202 0.000
H -2.03893 -0.67614 3.07205 0.000
H -4.38996 -0.06634 2.77504 0.000
H -5.74619 -1.13978 1.00649 0.000
H -4.72853 -2.84262 -0.46682 0.000
H -2.37435 -3.48333 -0.17245 0.000
H 0.25839 -3.52571 -0.94692 0.000
H 0.58714 -5.79438 -1.87137 0.000
H 0.48963 -7.76064 -0.37927 0.000
H 0.02420 -7.46029 2.02840 0.000
H -0.34454 -5.22135 2.94581 0.000
C 4.58165 -1.42878 2.65410 0.000
Te 3.25883 -2.80634 1.74424 -0.002
C 4.42054 -3.09767 -0.00737 0.002
H 5.41418 -1.98838 3.07164 -0.001
H 4.01464 -0.92816 3.43393 0.000
H 4.90879 -0.71481 1.90741 0.000
H 4.71501 -2.12612 -0.39614 0.000
H 3.81606 -3.62869 -0.73894 0.000
H 5.29545 -3.68895 0.24767 0.000
C 0.73152 4.46720 2.74033 0.000
C 0.45150 4.86359 1.29505 0.000
C 1.66703 4.71116 0.38242 0.000
C 2.02303 3.26429 0.05472 0.001
N 0.98194 2.62964 -0.75375 0.002
C 0.06288 1.74424 -0.34184 0.007
Se -0.07410 0.99195 1.37900 0.031
N -0.77813 1.47518 -1.35432 0.002
C -1.96743 0.62589 -1.25745 0.000
C -3.14988 1.34429 -0.61948 0.001
C -3.63812 2.56539 -1.39000 0.000
C -4.82623 3.22889 -0.70590 0.000
C -0.37848 2.19666 -2.47151 0.000
C -0.88140 2.25772 -3.76698 0.000
C -0.20829 3.07173 -4.65448 0.000
C 0.92707 3.80117 -4.27165 0.000
C 1.42234 3.74641 -2.98597 0.000
C 0.74171 2.92929 -2.08930 0.000
H -0.14851 4.61778 3.36479 0.000
H 1.53841 5.07426 3.15349 0.000
H 1.02115 3.41954 2.83301 0.000
H 0.12651 5.90515 1.26417 0.000
H -0.38712 4.28092 0.89673 0.000
H 2.54027 5.15824 0.86399 0.000
H 1.51153 5.26020 -0.54916 0.000
H 2.14954 2.65619 0.94905 0.001
H 2.94840 3.20412 -0.51964 0.000
H -1.68921 -0.25584 -0.68024 0.000
H -2.20096 0.30734 -2.27459 0.000
H -2.87637 1.62804 0.40145 0.001
H -3.96085 0.61453 -0.52627 0.000
H -3.91555 2.26901 -2.40675 0.000
H -2.82575 3.29104 -1.49151 0.000
H -5.66838 2.53970 -0.62987 0.000
H -5.16242 4.10731 -1.25485 0.000
H -4.56478 3.54638 0.30464 0.000
H -1.75791 1.70202 -4.06844 0.000
H -0.56068 3.14724 -5.67335 0.000
H 1.42861 4.41536 -5.00554 0.000
H 2.30094 4.30492 -2.69650 0.000
N 1.07301 -1.25161 -3.18700 0.006
C 1.54999 -0.88091 -1.98729 0.004
O 0.95100 -1.33962 -0.95402 0.040
C 2.65069 -0.00092 -1.90572 0.005
C 3.26284 0.54815 -3.05204 0.001
N 3.73326 1.01335 -3.99513 0.003
C 3.03058 0.28883 -0.59546 0.001
N 3.16578 0.39997 0.55239 0.004
H 0.28230 -1.86945 -3.23117 0.000
H 1.50324 -0.92975 -4.03854 0.000
```

(3)
Entry from the Open Molecules 2025 dataset: a structure of composition C11H27N2O8V at a distorted geometry (ωB97M-V/def2-TZVPD).

Results
**E_HOMO (spin up / spin down)**: -0.4597 / -0.4590 hartree
**Multiplicity**: 2
**Max |F|**: 4.7 eV/Å
**Net charge**: +1

The geometry in XYZ format:
```
49
Properties=species:S:1:pos:R:3:nbo_charge:R:1
O -26.18863 -16.29145 20.21597 -0.433
V -25.51972 -17.48091 19.40058 1.474
O -23.93632 -17.48671 19.57323 -0.548
O -26.67690 -17.22065 15.35733 -0.703
C -26.31246 -17.55522 16.66914 0.987
O -26.76250 -16.78984 17.57174 -0.740
O -25.60409 -18.48080 17.02866 -0.775
H -27.30017 -16.49061 15.37051 0.509
C -21.39177 -20.86434 19.33748 -0.257
O -22.55150 -20.64101 18.57793 -0.577
C -22.45125 -19.71676 17.41324 -0.076
C -23.11015 -20.33664 16.15597 -0.326
N -22.43159 -21.50608 15.70617 -0.109
C -22.61128 -22.66884 16.53876 -0.328
C -23.18623 -23.72829 15.55710 -0.093
O -24.37692 -23.27482 14.93389 -0.535
C -25.49350 -23.14865 15.81113 -0.271
H -20.89368 -19.97144 19.71526 0.200
H -20.74806 -21.55931 18.79825 0.160
H -21.64546 -21.33325 20.28820 0.204
H -21.39403 -19.62948 17.16273 0.187
H -22.78321 -18.69242 17.58240 0.249
H -23.01521 -19.57848 15.37861 0.258
H -24.19025 -20.46124 16.23326 0.315
H -22.99425 -21.74901 14.90336 0.422
H -23.14544 -22.54978 17.48141 0.285
H -21.58590 -22.92849 16.80196 0.273
H -23.55491 -24.53234 16.19401 0.202
H -22.39988 -24.13132 14.91887 0.229
H -25.34795 -22.52514 16.69326 0.160
H -25.65227 -24.13997 16.23560 0.189
H -26.38520 -22.67334 15.40241 0.230
C -25.93783 -20.89337 19.62612 -0.630
C -26.80283 -20.02987 20.50371 -0.103
C -26.11683 -19.74704 21.74893 -0.065
O -25.06501 -18.86145 21.48362 -0.546
C -24.28213 -18.49954 22.58552 -0.252
N -27.29159 -18.95830 19.70999 -0.802
H -25.08798 -20.36975 19.18831 0.228
H -26.56372 -21.34979 18.85927 0.202
H -25.39687 -21.73194 20.06460 0.232
H -27.65415 -20.67422 20.72319 0.201
H -25.76125 -20.61007 22.31181 0.197
H -26.78632 -19.25366 22.45353 0.184
H -24.84657 -18.23416 23.47943 0.182
H -23.73036 -17.57665 22.40683 0.229
H -23.71431 -19.37196 22.90890 0.177
H -28.26837 -18.81023 19.91994 0.410
H -27.45181 -19.41673 18.82440 0.395
```

(4)
Entry from the Open Molecules 2025 dataset: a cluster of 11 separate species, C54H127N8O13 in total at a distorted geometry (ωB97M-V/def2-TZVPD).

Results
**E_HOMO**: -0.6474 hartree
**Max |F|**: 4.6 eV/Å
**Net charge**: +5

The geometry in XYZ format:
```
202
Properties=species:S:1:pos:R:3:mulliken_charge:R:1
C -0.95067 -1.04712 0.48325 -0.898
C -0.30886 0.18107 0.00276 -0.270
O -0.05644 1.13433 0.74350 -0.310
N -0.19462 0.40291 -1.46653 0.144
H -1.09615 -0.78914 -2.28973 0.353
H -0.35761 1.39237 -1.67208 0.001
C 1.21293 -0.04797 -1.94002 0.702
H -0.93173 -1.11208 1.60312 0.444
H -0.26315 -1.88319 0.28833 0.192
H -1.94565 -1.21412 0.01557 0.498
H 1.77276 0.69679 -2.47613 0.115
H 1.12291 -0.97552 -2.52823 -0.012
H 1.84219 -0.32193 -1.06863 -0.558
C -8.54596 -5.69676 3.61689 -1.382
C -7.31185 -5.01659 2.95114 -0.057
C -6.17530 -6.01698 2.95759 -0.967
N -4.83580 -5.52748 2.45668 0.270
C -4.36926 -4.23890 3.14152 -0.655
C -2.98212 -3.83559 2.75830 -0.430
C -1.94429 -4.91304 3.06679 -0.544
C -2.38110 -6.16023 2.38641 -0.751
C -3.79417 -6.61261 2.67446 -0.660
C -4.97236 -5.29139 0.97007 -1.117
H -8.50917 -5.56850 4.71407 0.349
H -8.67445 -6.74178 3.33206 0.368
H -9.46433 -5.20682 3.32136 0.414
H -7.09284 -4.07734 3.44581 0.265
H -7.55297 -4.79102 1.89283 0.339
H -6.37664 -6.91286 2.32787 0.499
H -6.02019 -6.49433 3.94068 0.336
H -4.37701 -4.50653 4.22950 0.301
H -5.06447 -3.41261 2.92706 0.494
H -2.66280 -2.93163 3.24493 0.477
H -2.86834 -3.55121 1.71115 0.129
H -1.92725 -5.00045 4.15549 0.300
H -0.93227 -4.71779 2.73695 0.159
H -1.62477 -6.88374 2.62695 0.474
H -2.25041 -6.03185 1.31432 0.228
H -3.83650 -6.83736 3.72811 0.430
H -4.20407 -7.48764 2.14329 0.496
H -5.66123 -6.04886 0.58105 0.315
H -4.03583 -5.29979 0.39823 0.467
H -5.40659 -4.33307 0.81068 0.442
C -0.76141 0.42546 9.24559 -1.406
C 0.50165 0.24059 8.36885 -0.219
C 0.77259 1.51809 7.63336 -0.772
N 2.11781 1.59016 6.88776 0.249
C 2.19765 0.55794 5.77679 -1.238
C 1.20719 0.87799 4.61924 -0.100
C 1.47916 2.22306 3.92968 1.038
C 1.42874 3.27710 5.06704 -0.554
C 2.34778 2.93855 6.25856 -1.082
C 3.29646 1.29184 7.81767 -1.007
H -0.58059 1.05398 10.08780 0.399
H -1.13672 -0.54091 9.56022 0.389
H -1.56622 0.86922 8.64717 0.348
H 0.48380 -0.56166 7.64852 0.352
H 1.36909 0.02378 9.00425 0.239
H 0.76736 2.34365 8.32574 0.486
H -0.04389 1.70143 6.92794 0.346
H 2.01092 -0.40822 6.22637 0.521
H 3.18062 0.57319 5.34969 0.585
H 0.12025 0.83590 4.82759 0.179
H 1.34002 0.00459 3.94106 0.084
H 0.65383 2.43896 3.26402 -0.546
H 2.41282 2.12966 3.38095 -0.211
H 0.42889 3.49289 5.49711 0.240
H 1.83213 4.21068 4.64910 0.636
H 2.27001 3.74047 6.98917 0.385
H 3.42313 2.85503 5.98356 0.370
H 4.22161 1.50985 7.27854 0.429
H 3.21260 0.22698 8.09449 0.471
H 3.22335 1.88843 8.74354 0.347
C -4.43183 6.83480 -1.13506 -1.495
C -3.02978 6.56218 -0.60470 0.013
C -3.13031 6.23364 0.95597 -0.799
N -1.91125 5.62573 1.52587 0.183
C -2.05331 5.70887 3.03342 -0.347
C -3.11105 4.76544 3.54193 -0.895
C -2.87136 3.31093 3.15308 -0.108
C -2.70610 3.27582 1.64902 -0.526
C -1.62376 4.23080 1.09318 0.420
C -0.60691 6.51135 1.18982 -0.927
H -4.76721 7.74657 -0.63145 0.366
H -5.16355 6.04153 -0.95182 0.350
H -4.32566 7.00317 -2.18895 0.445
H -2.35992 7.35755 -0.93067 0.370
H -2.65537 5.65793 -1.04640 0.006
H -4.05104 5.65857 1.03341 0.298
H -3.30084 7.17032 1.51803 0.527
H -2.16946 6.71374 3.41004 0.576
H -1.07551 5.35843 3.39669 0.179
H -4.13125 5.02529 3.21003 0.315
H -3.11625 4.83973 4.62434 0.538
H -3.68862 2.68391 3.44568 0.570
H -1.91306 2.94371 3.55358 -0.360
H -3.67295 3.51120 1.18277 0.430
H -2.51058 2.23210 1.31517 0.103
H -1.54923 4.27542 0.00270 -0.753
H -0.61856 3.99649 1.40364 0.434
H -0.42201 6.41078 0.14398 0.282
H 0.16841 6.19127 1.88640 0.411
H -0.81606 7.54741 1.37988 0.395
C -3.06528 -4.41552 -5.97835 -1.519
C -2.64623 -3.35897 -6.97938 0.101
C -3.03564 -1.97795 -6.41635 -0.315
N -2.70180 -0.82212 -7.37700 0.055
C -2.97937 0.47125 -6.61360 -1.004
C -1.97878 0.77253 -5.48796 -0.074
C -0.48292 0.61406 -5.88575 -0.452
C -0.32827 -0.73276 -6.67010 0.002
C -1.26663 -0.85414 -7.86870 -0.940
C -3.67175 -0.78281 -8.57294 -1.067
H -3.97518 -4.14003 -5.47711 0.362
H -2.40276 -4.65641 -5.19327 0.345
H -3.25200 -5.36334 -6.45809 0.424
H -3.30038 -3.56576 -7.86212 0.288
H -1.58363 -3.46153 -7.27387 0.208
H -2.60747 -1.62344 -5.45706 -0.313
H -4.12563 -1.97372 -6.26558 0.505
H -4.01782 0.60139 -6.32700 0.476
H -2.86119 1.31538 -7.31205 0.475
H -2.11924 0.16746 -4.56610 -0.176
H -2.17905 1.76470 -5.11898 0.548
H 0.19525 0.62597 -5.01343 0.137
H -0.14440 1.41967 -6.52557 0.341
H -0.55665 -1.52729 -5.93530 -0.158
H 0.71497 -0.90621 -6.92815 0.519
H -1.05103 -1.71419 -8.53150 0.461
H -1.12462 0.01243 -8.52719 0.501
H -3.46134 -1.63076 -9.17935 0.437
H -3.43657 0.06603 -9.16789 0.468
H -4.69745 -0.68330 -8.25170 0.379
C 3.89972 1.46486 1.19919 -0.068
C 5.13207 0.77695 0.77536 0.704
C 6.35983 1.12336 1.60069 -1.037
O 7.23281 -0.00615 1.70247 -0.406
C 8.37616 0.25259 2.60148 -0.734
N 4.90541 -0.68571 0.80750 -0.491
H 3.32483 -1.70816 0.28416 0.297
H 5.80118 -1.08672 0.53495 0.233
H 4.92103 -0.95130 1.80913 0.266
H 3.99253 2.56106 1.21177 -0.089
H 3.51866 1.06918 2.12000 0.205
H 3.15187 1.18981 0.41172 -0.472
H 5.31197 1.03971 -0.25651 0.287
H 6.02977 1.47461 2.60984 0.361
H 6.88108 1.99345 1.16607 0.472
H 9.23452 -0.13897 2.04970 0.279
H 8.28874 -0.23311 3.57264 0.265
H 8.54729 1.32541 2.75725 0.322
C 3.41196 -2.86662 -4.54566 -1.253
C 4.41498 -4.05778 -4.82123 0.237
C 4.46685 -5.09127 -3.59471 -0.400
O 3.54898 -6.04403 -4.09230 -0.395
C 2.77543 -6.75882 -3.10336 -0.693
N 3.83247 -4.76380 -6.05013 -0.347
H 4.28461 -5.67764 -6.16119 0.376
H 2.85940 -5.00303 -5.88664 0.282
H 3.92067 -4.16824 -6.86393 0.310
H 2.98672 -2.42975 -5.44781 0.352
H 4.03735 -2.13177 -3.99897 0.341
H 2.53286 -3.19960 -3.95520 0.302
H 5.32932 -3.69457 -5.20639 0.589
H 4.06990 -4.66135 -2.67250 0.106
H 5.45480 -5.51497 -3.33059 0.403
H 3.39109 -7.42773 -2.48966 0.296
H 2.11961 -7.42422 -3.67560 0.281
H 2.12885 -6.03755 -2.53860 0.240
C 5.42223 3.75023 -3.24448 -1.534
C 3.96048 3.77698 -2.83434 0.736
C 3.71746 4.60374 -1.62800 -0.591
O 4.56352 4.18715 -0.57665 -0.196
C 4.70132 4.97319 0.57816 -0.655
N 3.13310 4.22055 -4.02883 -0.178
H 3.22022 3.46641 -4.72797 0.375
H 1.96593 4.21911 -3.64918 0.156
H 3.38376 5.09827 -4.45081 0.353
H 6.04376 3.67763 -2.34657 0.317
H 5.75532 4.68917 -3.67501 0.418
H 5.66232 2.88948 -3.89656 0.418
H 3.56198 2.77590 -2.69795 -0.259
H 2.64378 4.68743 -1.48390 0.374
H 4.02004 5.65733 -1.90797 0.348
H 3.88005 5.71371 0.67883 0.332
H 5.66529 5.51259 0.58936 0.263
H 4.73219 4.25688 1.40273 0.113
O -0.02344 5.49298 -2.47120 -0.400
C -0.05773 4.06973 -2.57472 0.451
O -0.77908 3.46747 -1.84267 -0.590
O 0.76975 3.58315 -3.51650 -0.700
H 0.46172 5.97331 -3.16762 0.320
O -2.58312 -3.66529 -2.75214 -0.440
C -1.59502 -2.73812 -2.79981 0.960
O -1.93022 -1.43956 -2.39870 -0.567
O -0.44910 -3.08303 -3.20927 -0.638
H -3.42398 -3.24593 -2.47592 0.327
O 3.14944 -3.22191 2.52014 -0.449
C 2.19910 -2.48483 1.85390 0.265
O 1.28978 -2.14497 2.48479 -0.395
O 2.43340 -2.11467 0.60181 -0.011
H 3.58535 -3.77783 1.89713 0.294
```